[1]
Here is C16H15AlBrCl4F7KLiNO9 as an isolated structure at a distorted geometry from the OMol25 dataset. Energies are from ωB97M-V with the def2-TZVPD basis set.

```
56
Properties=species:S:1:pos:R:3
O -0.666 -3.752 -1.578
F -3.197 -5.683 -0.282
O -1.037 -5.960 -1.874
O -3.173 1.173 1.338
C -0.667 1.629 1.001
F -2.452 -3.723 4.162
C 0.320 -6.125 -2.332
H 1.785 9.276 -2.771
H 2.289 -6.426 -1.503
C 5.013 0.675 2.501
F 1.522 -1.516 -0.318
O 3.410 4.443 0.894
H -2.370 2.990 0.607
Cl -5.649 4.459 -2.265
H -2.099 2.686 2.404
C 0.512 2.664 1.101
H -4.964 1.507 2.018
O 4.533 0.087 -0.751
C 5.350 1.902 1.548
C -4.480 3.153 -2.490
O 1.688 8.334 -2.961
O 5.244 -0.573 2.245
H -4.876 2.445 -3.217
Br 6.943 -1.459 2.317
F 4.421 0.957 3.798
F -3.702 -4.766 -2.183
C -0.298 0.204 0.512
H 1.678 7.919 -2.090
Cl -6.356 2.600 1.181
H 0.964 -7.017 -0.476
C 3.311 3.167 0.745
C 1.274 -6.220 -1.159
F 0.247 4.014 1.526
H -3.545 3.575 -2.858
H 1.286 -5.294 -0.581
C 2.259 0.870 0.226
C -1.397 -4.706 -1.529
O -1.311 -0.795 0.369
C -2.864 -4.670 -1.113
H 6.337 1.628 1.008
K -4.530 -6.809 -2.837
Li -1.915 -1.516 2.533
F -3.196 -3.540 -0.477
C -2.115 2.169 1.380
N 4.318 2.145 0.499
Cl -6.336 1.964 3.375
C 1.979 2.322 0.733
C 3.806 0.874 -0.105
Al 4.077 6.350 -0.098
H 0.347 -7.055 -2.905
H 0.600 -5.318 -3.015
C 1.166 -0.217 0.120
Cl -4.169 2.305 -0.970
H -0.888 -1.626 0.020
H 5.589 2.812 2.198
O -4.015 1.470 2.377
```

**E_tot**: -199012.8952 eV
**Charge**: +1
**LUMO energy**: -5.033 eV
**HOMO-LUMO gap**: 2.2823 eV


[2]
Here is C38H108AsF6N8O15 as an isolated structure at a distorted geometry from the OMol25 dataset. Energies are from ωB97M-V with the def2-TZVPD basis set.

```
176
Properties=species:S:1:pos:R:3
H 21.060 -23.846 -19.655
H 32.830 -20.930 -19.065
H 29.341 -21.322 -17.548
H 19.091 -16.748 -21.496
C 28.313 -17.537 -21.150
H 28.518 -18.436 -25.568
O 25.842 -27.460 -20.856
H 32.731 -22.525 -18.218
O 29.425 -25.912 -17.148
H 29.627 -23.055 -23.468
N 23.441 -25.875 -20.584
H 27.680 -26.219 -14.318
C 26.818 -19.120 -24.424
H 28.812 -16.761 -21.731
C 28.587 -24.995 -19.284
H 24.127 -25.397 -18.091
C 30.057 -19.326 -18.297
H 22.990 -17.647 -20.971
O 26.073 -18.817 -23.300
N 31.680 -24.222 -22.425
N 28.414 -25.527 -14.367
H 26.403 -16.664 -24.743
C 23.030 -26.642 -19.412
H 29.518 -23.329 -13.631
C 32.145 -23.813 -25.583
H 22.014 -25.882 -15.380
H 28.021 -18.645 -18.734
H 34.322 -21.973 -18.862
H 23.247 -24.525 -27.343
C 29.941 -24.371 -26.046
C 25.149 -25.050 -26.898
H 31.899 -22.183 -22.619
H 19.698 -20.817 -16.872
H 29.375 -23.458 -25.860
H 25.157 -22.367 -27.488
C 33.239 -21.937 -18.983
O 22.667 -22.572 -25.703
H 26.001 -24.874 -15.391
C 29.697 -20.352 -17.201
C 31.514 -22.621 -20.535
C 23.850 -26.451 -18.117
H 21.891 -17.310 -23.693
F 25.005 -23.123 -19.879
C 28.361 -25.406 -24.451
H 30.041 -26.710 -27.042
H 28.108 -18.386 -21.802
H 21.912 -18.919 -20.324
H 27.311 -24.137 -13.430
H 25.742 -26.503 -23.345
O 31.074 -24.643 -25.228
H 30.040 -27.180 -25.495
O 21.203 -22.816 -17.865
H 31.001 -21.713 -20.218
F 23.872 -23.244 -22.177
H 28.771 -25.507 -15.312
H 25.106 -18.622 -20.624
H 27.233 -21.817 -16.515
N 29.447 -26.830 -26.234
O 29.314 -18.044 -20.240
O 23.847 -27.170 -22.986
H 22.744 -23.518 -19.157
H 32.519 -24.042 -26.581
C 21.004 -17.711 -21.932
H 29.625 -21.572 -22.521
H 29.994 -23.993 -17.973
C 22.104 -22.069 -17.076
H 20.984 -17.349 -18.506
H 32.658 -24.286 -22.182
H 22.516 -25.739 -20.967
H 19.637 -18.246 -17.726
H 22.604 -24.897 -16.720
H 28.666 -24.126 -19.937
H 27.524 -19.910 -24.168
C 27.777 -17.999 -24.899
H 27.760 -26.271 -24.171
H 30.931 -19.674 -18.848
H 23.692 -28.528 -20.239
C 21.724 -23.133 -19.168
H 21.324 -21.358 -24.755
N 24.499 -22.974 -27.954
H 28.864 -19.967 -16.613
H 22.679 -20.244 -15.153
H 23.036 -22.624 -16.976
C 19.939 -17.156 -20.947
F 26.284 -24.037 -21.851
H 24.908 -19.821 -19.722
H 23.495 -24.188 -24.795
H 22.915 -21.438 -24.031
O 25.888 -22.841 -15.406
F 26.877 -21.780 -20.964
H 28.594 -19.902 -19.809
H 30.065 -17.997 -16.721
H 19.514 -16.683 -18.195
H 29.051 -25.447 -23.609
C 22.745 -28.118 -19.889
H 24.632 -22.872 -25.099
C 29.706 -25.008 -18.246
H 22.406 -28.722 -19.047
C 26.690 -24.036 -15.497
O 25.049 -18.875 -19.703
H 27.109 -24.073 -16.502
O 23.194 -26.821 -16.922
H 25.205 -28.166 -23.991
C 28.928 -25.510 -25.836
H 20.980 -22.621 -15.387
H 21.173 -25.909 -16.842
H 30.394 -17.244 -18.046
F 25.778 -21.900 -23.167
C 20.376 -20.544 -16.063
H 24.998 -27.008 -20.787
H 29.268 -26.803 -17.468
H 31.572 -24.112 -23.423
H 22.355 -21.168 -17.637
H 23.626 -24.908 -20.358
H 31.885 -22.754 -25.585
H 25.672 -19.676 -23.149
H 30.289 -24.326 -27.078
C 24.131 -24.006 -26.972
H 27.585 -26.180 -20.533
H 30.553 -20.598 -16.572
H 24.801 -25.834 -26.226
H 26.037 -24.613 -26.440
C 29.856 -22.637 -22.488
C 25.816 -28.222 -21.985
N 22.339 -21.124 -14.792
C 19.930 -17.619 -18.568
H 19.867 -20.413 -15.108
H 22.052 -26.236 -19.156
C 22.154 -18.310 -21.194
C 22.191 -25.871 -16.456
H 26.834 -28.548 -22.199
H 28.396 -17.610 -24.091
H 21.739 -22.737 -23.789
H 25.653 -20.964 -16.142
H 25.797 -22.285 -17.324
C 21.397 -21.700 -15.796
H 27.630 -24.872 -18.776
H 30.626 -25.350 -18.722
O 19.483 -18.066 -19.912
C 23.811 -23.446 -25.528
C 28.826 -23.146 -14.453
H 21.953 -28.196 -20.633
N 21.467 -16.768 -22.954
H 23.779 -26.553 -22.254
C 31.276 -22.846 -22.019
H 23.106 -21.779 -14.741
C 27.802 -24.148 -14.403
H 24.743 -27.058 -18.264
C 22.145 -22.036 -24.518
F 24.391 -21.008 -21.122
H 20.956 -19.654 -16.305
H 29.068 -23.144 -21.932
H 22.633 -18.987 -21.902
H 28.146 -25.303 -26.567
H 29.305 -23.128 -15.432
H 31.027 -23.416 -19.969
H 26.338 -19.620 -25.265
H 27.366 -17.270 -20.682
H 27.689 -24.564 -24.285
H 20.324 -16.253 -20.473
H 28.488 -22.115 -14.351
C 25.223 -27.446 -23.173
H 25.514 -25.438 -27.849
O 32.927 -22.502 -20.283
O 28.392 -26.200 -20.014
As 25.327 -22.521 -21.507
C 26.156 -21.904 -16.368
H 25.263 -29.156 -21.888
O 27.036 -16.914 -25.420
H 21.900 -22.192 -19.689
N 30.576 -18.124 -17.583
H 32.939 -24.006 -24.861
H 20.593 -18.565 -22.471
H 23.670 -22.398 -27.943
C 28.884 -18.977 -19.310
H 20.566 -16.482 -23.310
```

**E_tot**: -160931.1530 eV
**<S²>**: 0.7520
**Spin multiplicity**: 2
**Charge**: -2
**LUMO energy (spin up / spin down)**: 3.857 / 3.848 eV
**HOMO-LUMO gap (spin up / spin down)**: 2.6476 / 9.0599 eV


[3]
Here is C6H11N3 as an isolated structure at a distorted geometry from the OMol25 dataset. Energies are from ωB97M-V with the def2-TZVPD basis set.

```
20
Properties=species:S:1:pos:R:3
H 2.851 0.455 -1.425
H -3.053 0.542 -1.382
N -0.603 -1.875 0.705
H -2.616 1.267 0.074
H 1.402 -0.098 -2.332
C -0.260 0.602 0.843
C -0.083 1.666 1.562
C 1.350 -0.544 -0.261
N 2.123 -1.270 0.444
N -1.076 0.019 -0.780
H 3.093 -1.206 0.133
H -0.089 -2.111 1.552
C 1.765 0.337 -1.400
H 1.329 1.331 -1.313
H 0.838 1.851 2.111
H -0.868 2.418 1.639
C -0.198 -0.622 0.139
C -2.450 0.333 -0.494
H -0.440 -2.677 0.104
H -3.015 -0.420 0.082
```

**E_tot**: -10865.5754 eV
**Energy above the lowest of the compared OMol25 structures with the same formula, charge and spin**: 120.9 kcal per mole
**Charge**: 0
**LUMO energy (spin up / spin down)**: 0.148 / 0.149 eV
**HOMO-LUMO gap (spin up / spin down)**: 8.2998 / 8.3028 eV


[4]
Here is a 2-piece molecular cluster, C4H13NO2 overall at a distorted geometry from the OMol25 dataset. Energies are from ωB97M-V with the def2-TZVPD basis set.

```
20
Properties=species:S:1:pos:R:3
H -1.581 2.154 -0.823
H 1.029 -2.012 -1.434
H 0.673 2.500 1.928
H -1.715 0.377 0.593
H -0.228 -1.256 -2.439
H -0.145 1.670 -1.611
C -1.057 1.272 -1.185
N -0.429 -1.059 -0.325
C 0.235 0.872 0.964
H 0.976 -0.279 -1.634
H 1.224 0.803 0.501
H 0.883 -2.218 1.404
H -1.630 0.735 -1.929
O -0.072 2.186 1.398
H 1.663 -1.291 2.342
H -1.255 -1.583 -0.100
C 0.363 -1.162 -1.536
O 1.574 -2.216 2.080
H 0.287 0.176 1.812
C -0.795 0.333 -0.004
```

**E_tot**: -9943.1428 eV
**SMILES**: CN[C@H](C)CO.O
**Energy above the lowest of the compared OMol25 structures with the same formula, charge and spin**: 24.3 kcal per mole
**Charge**: 0
**LUMO energy**: 0.713 eV
**HOMO-LUMO gap**: 9.8196 eV


[5]
Here is an isolated molecule of C21H24FN5O5S at a distorted geometry from the OMol25 dataset. Energies are from ωB97M-V with the def2-TZVPD basis set.

```
57
Properties=species:S:1:pos:R:3
C 3.294 -3.001 2.107
C 4.606 -3.416 1.837
C -2.503 0.445 -2.727
H -1.279 -0.984 3.007
O -3.903 3.510 -4.305
H -1.175 2.395 -1.286
H -4.611 0.660 -2.286
F 5.160 -3.234 0.632
N 2.506 -2.393 1.133
C -3.831 1.197 -2.836
H 4.420 -6.959 5.137
N 2.921 -2.295 -0.148
H -1.746 0.947 -3.332
H -4.052 2.040 -0.302
N 0.512 -1.712 2.365
C 0.909 -1.336 -0.003
C 1.274 -1.823 1.274
H 6.390 -4.320 2.601
H -5.010 5.602 -4.540
H 2.131 -1.497 -1.882
H -2.236 7.012 -4.661
H -3.147 6.699 -2.378
H -1.666 1.829 0.324
O 7.220 -4.803 5.045
N -3.706 2.526 -2.283
C -3.673 3.595 -3.121
O 5.318 -4.702 6.616
C 4.839 -4.221 4.069
C 5.375 -4.025 2.812
N -1.085 -0.589 1.013
H -1.338 5.753 -3.802
C 2.004 -1.680 -0.835
O -0.761 -0.216 -1.239
C -0.342 -0.694 -0.081
H 5.802 -7.036 4.003
C 3.554 -3.813 4.367
C -3.390 5.981 -3.172
C -2.040 0.428 -1.273
C -0.628 -1.096 2.152
H -2.617 -0.574 -3.096
S 5.832 -5.046 5.320
H 1.783 -2.869 3.606
H -4.130 1.298 -3.880
H -5.521 6.240 -2.971
O -3.394 4.734 -2.456
H 3.177 -3.961 5.366
H -3.228 3.593 -0.571
C -2.300 6.013 -4.239
C 5.483 -6.802 5.010
H -2.734 -0.151 -0.650
H -2.533 5.306 -5.030
C 2.785 -3.205 3.392
H 6.043 -7.383 5.732
C -1.944 1.855 -0.730
H -4.758 7.312 -4.154
C -4.764 6.304 -3.749
C -3.293 2.557 -0.900
```

**E_tot**: -53407.6005 eV
**SMILES**: CC(C)OC(=O)N1CCC(Oc2ncnc3c2cnn3-c2ccc(S(C)(=O)=O)cc2F)CC1
**Charge**: 0
**LUMO energy**: 0.004 eV
**HOMO-LUMO gap**: 9.0737 eV


[6]
Here is C18H23FN3PtSeSi as an isolated structure at a distorted geometry from the OMol25 dataset. Energies are from ωB97M-V with the def2-TZVPD basis set.

```
48
Properties=species:S:1:pos:R:3
C -1.084 -2.549 -4.661
H 2.460 -0.964 4.444
C 1.452 -1.071 4.846
H -2.137 0.781 4.314
C -1.005 0.404 -2.290
C -3.232 -3.068 -1.821
C 1.342 4.538 -1.805
C 1.607 4.078 -0.520
N -1.705 -2.765 -3.365
H 2.945 0.032 -2.185
C 0.266 0.038 2.282
C -1.482 0.037 4.769
H 1.494 4.749 0.320
C 2.629 0.581 -1.305
F 0.943 5.782 -1.959
H 1.114 -2.086 4.633
H -4.127 -3.249 -1.253
C -1.092 -2.651 -2.175
H -0.071 -2.941 -4.654
C 1.483 3.737 -2.933
H 2.013 1.792 -3.628
Pt 0.471 0.126 -0.922
C 0.311 -0.033 1.059
C 2.012 2.779 -0.356
C 2.172 1.919 -1.476
C 1.890 2.438 -2.768
H 0.230 2.699 4.026
H 0.896 2.141 5.568
H 1.902 2.116 4.113
H 3.132 0.317 -0.382
H -1.054 -1.481 -4.873
Se 0.727 -2.346 -1.876
H 1.509 -0.957 5.930
H 1.271 4.149 -3.910
H -1.667 -3.057 -5.423
H -1.498 0.188 5.850
H -2.664 -3.120 0.734
C -3.033 -3.017 -3.161
H 2.226 2.395 0.634
N -1.905 0.202 -2.989
H -0.928 -3.391 0.480
C -1.779 -2.772 0.208
H -1.891 -0.953 4.561
Si 0.281 0.212 4.133
H -3.727 -3.126 -3.975
N -2.020 -2.857 -1.223
C 0.890 1.965 4.491
H -1.568 -1.743 0.495
```

**E_tot**: -102688.5628 eV
**Energy above the lowest of the compared OMol25 structures with the same formula, charge and spin**: 49.4 kcal per mole
**Charge**: +1
**LUMO energy (spin up / spin down)**: -5.480 / -5.532 eV
**HOMO-LUMO gap (spin up / spin down)**: 5.9001 / 5.9912 eV


[7]
Here is an isolated molecule of C6H12O from the OMol25 dataset. Energies are from ωB97M-V with the def2-TZVPD basis set.

```
19
Properties=species:S:1:pos:R:3
O 2.028 -1.072 -0.011
H -1.212 1.508 0.997
H -0.165 -0.842 0.919
H 0.660 2.576 2.278
H -1.845 -1.913 -2.290
C -0.171 1.328 0.701
C -1.075 -1.763 -1.526
H -0.916 0.372 -1.798
H 0.068 2.042 -0.099
C -1.109 -0.335 -0.981
C 1.268 -0.148 -0.563
H -1.237 -2.499 -0.730
H 1.814 1.425 1.595
H 0.559 0.857 2.702
H -2.103 -0.104 -0.577
C -0.062 -0.091 0.118
H 2.835 -0.993 -0.536
H -0.105 -1.984 -1.988
C 0.766 1.560 1.886
```

**E_tot**: -8461.7970 eV
**Energy above the lowest of the compared OMol25 structures with the same formula, charge and spin**: 59.0 kcal per mole
**Charge**: 0
**LUMO energy**: 0.960 eV
**HOMO-LUMO gap**: 9.4490 eV


[8]
Here is C25H26FN4O2Ti as an isolated structure from the OMol25 dataset. Energies are from ωB97M-V with the def2-TZVPD basis set.

```
59
Properties=species:S:1:pos:R:3
C 1.105 0.944 -3.681
C -3.090 -2.415 0.099
H 0.013 0.739 -5.559
H 2.728 -2.005 -1.979
H 1.660 0.098 -5.620
H 3.604 0.828 4.360
C -1.897 -1.791 0.391
H 0.239 4.629 0.675
C -1.584 1.730 -1.146
H 1.244 2.362 0.672
C -3.595 -2.584 2.497
H 1.122 -1.106 -3.418
O 2.413 -0.528 -0.561
H 1.452 2.124 -6.860
H 2.487 2.387 -5.608
C 4.094 0.298 1.046
C 0.308 2.535 0.151
C 1.034 0.889 -5.210
H 2.132 1.096 -3.345
Ti 0.347 -0.337 -0.728
C -2.148 2.992 -1.123
C -1.459 4.006 -0.470
H 5.359 0.969 2.633
C -1.482 -1.549 1.748
O -1.074 -1.429 -0.602
H -2.140 0.925 -1.619
H -3.108 3.205 -1.574
C 1.817 -0.221 1.707
C -3.917 -2.795 1.145
C -2.368 -1.958 2.833
F -1.993 5.212 -0.441
C -4.480 -3.001 3.516
C -4.152 -2.802 4.831
H -1.125 -1.290 4.453
N 0.599 -0.306 -3.064
H -5.412 -3.479 3.244
H 4.865 0.361 0.291
H -2.682 -2.031 6.195
C 3.261 -1.578 -1.132
C -0.239 3.803 0.166
H 1.315 0.072 3.769
N 0.560 -0.659 1.208
H 4.198 -1.137 -1.456
C -0.350 1.487 -0.514
H -4.822 -3.120 5.617
H -0.364 -0.467 -3.364
C -2.056 -1.763 4.176
C 4.364 0.639 2.366
N -0.305 -1.057 2.087
N 1.510 2.178 -5.837
C -2.937 -2.183 5.154
H -4.856 -3.286 0.913
C 3.373 0.557 3.339
H 3.430 -2.340 -0.374
H 0.946 2.983 -5.549
H -3.358 -2.609 -0.930
C 2.817 -0.125 0.752
H 0.506 1.769 -3.290
C 2.092 0.134 3.021
```

**E_tot**: -62209.7838 eV
**Energy above the lowest of the compared OMol25 structures with the same formula, charge and spin**: 0.0 kcal per mole
**Charge**: +3
**LUMO energy**: -9.897 eV
**HOMO-LUMO gap**: 5.7741 eV